C18H24N6O5S2Sn | wB97M-V/def2-TZVPD

Structure (ORCA input):
```
! wB97M-V def2-TZVPD RIJCOSX def2/J DEFGRID3
* xyz 2 1
Sn 0.551 0.028 0.643
O 4.060 1.337 2.361
C 2.867 1.210 2.295
N 2.162 0.030 2.186
C 2.804 -1.140 2.521
O 3.939 -1.256 2.902
C 1.924 -2.362 2.374
C 2.318 -3.545 2.988
C 1.528 -4.672 2.841
C 0.376 -4.580 2.072
C 0.070 -3.366 1.484
N 0.818 -2.276 1.635
C 1.965 2.421 2.267
C 2.371 3.611 2.860
C 1.522 4.704 2.811
C 0.316 4.581 2.133
C 0.007 3.367 1.544
N 0.801 2.304 1.628
H 3.230 -3.553 3.566
H 1.800 -5.606 3.308
H -0.261 -5.436 1.920
H -0.820 -3.241 0.882
H 3.326 3.657 3.361
H 1.797 5.640 3.277
H -0.364 5.416 2.065
H -0.917 3.228 0.994
N -4.440 0.027 -2.765
C -3.578 0.021 -1.529
C -2.725 1.279 -1.472
C -1.535 1.310 -2.458
N -0.322 1.548 -1.674
C -1.386 0.010 -3.261
C -1.542 -1.289 -2.458
N -0.325 -1.540 -1.680
C -2.745 -1.252 -1.485
H -5.033 0.866 -2.798
H -5.042 -0.807 -2.791
H -3.827 0.019 -3.595
H -4.267 0.025 -0.680
H -2.292 1.322 -0.470
H -3.358 2.158 -1.595
H -1.694 2.126 -3.184
H -0.293 2.519 -1.372
H 0.500 1.408 -2.256
H -0.386 0.009 -3.699
H -2.072 0.007 -4.113
H -1.701 -2.106 -3.181
H 0.491 -1.405 -2.274
H -0.306 -2.514 -1.384
H -2.338 -1.335 -0.475
H -3.396 -2.112 -1.648
O 2.246 -0.096 -2.294
S 2.962 0.097 -1.073
O 2.655 1.305 -0.382
O 2.922 -1.208 -0.198
S 4.637 -0.892 -0.673
*
```

E_HOMO: -13.89 eV
LUMO level: -7.273 eV
gap between HOMO and LUMO: 6.62 eV

---

C18H24NO2 | wB97M-V/def2-TZVPD

Structure (ORCA input):
```
! wB97M-V def2-TZVPD RIJCOSX def2/J DEFGRID3
* xyz 1 1
C 1.235 -4.411 -1.156
O 1.777 -3.384 -0.303
C 0.992 -2.624 0.417
C 1.491 -2.251 1.710
C 0.581 -1.874 2.712
C 1.055 -1.345 3.908
C 2.438 -1.231 4.105
C 3.348 -1.706 3.152
C 2.879 -2.232 1.957
H 2.103 -4.816 -1.676
H 0.757 -5.198 -0.555
H 0.509 -3.997 -1.869
H -0.090 -2.737 0.256
H -0.473 -2.059 2.521
H 0.339 -1.037 4.674
H 2.797 -0.752 5.010
H 4.419 -1.663 3.342
H 3.547 -2.691 1.238
C 1.695 4.238 0.137
C 0.654 3.154 0.252
N 0.935 2.038 -0.528
C 0.106 0.898 -0.587
C -1.264 1.039 -1.085
C -2.089 -0.054 -1.182
C -3.426 -0.063 -1.830
C -3.715 1.178 -2.702
C -3.203 2.453 -2.034
C -1.728 2.373 -1.612
C 0.646 -0.356 -0.317
O -0.359 3.275 0.936
H 2.298 4.151 -0.784
H 1.178 5.209 0.144
H 2.355 4.197 1.021
H 1.921 1.892 -0.700
H -1.800 -0.998 -0.738
H -3.532 -0.968 -2.446
H -4.206 -0.132 -1.055
H -3.228 1.055 -3.680
H -4.795 1.262 -2.878
H -3.338 3.309 -2.707
H -3.806 2.649 -1.136
H -1.603 3.126 -0.830
H -1.105 2.696 -2.465
H 0.039 -1.181 -0.709
H 1.666 -0.433 0.076
*
```

E_HOMO: -10.99 eV
LUMO level: -5.269 eV
gap between HOMO and LUMO: 5.72 eV

---

C18H25BBrN3O4 | wB97M-V/def2-TZVPD

Structure (ORCA input):
```
! wB97M-V def2-TZVPD RIJCOSX def2/J DEFGRID3
* xyz 0 1
C -2.349 0.767 5.458
C -1.547 1.687 4.318
N -0.128 1.163 4.290
C 0.479 1.180 2.902
C 0.752 2.443 2.103
C 1.476 2.283 0.604
O 2.379 3.163 0.165
C 1.005 0.914 -0.234
C 0.878 0.965 -1.867
C 1.157 2.253 -2.839
C -0.285 2.787 -3.440
O -1.450 2.250 -2.688
C -0.397 4.415 -3.597
N 0.269 5.214 -2.500
C 0.371 -0.426 -2.612
C 0.001 -1.807 -1.744
B -0.504 -3.089 -2.678
N 0.389 -4.202 -3.195
O -1.961 -3.103 -3.032
C 0.142 -1.884 -0.079
C -0.171 -3.249 0.773
Br -1.473 -2.952 2.316
C 1.223 -3.964 1.359
C 1.258 -5.591 1.137
C 0.669 -0.470 0.643
C 0.895 -0.317 2.282
O 1.402 -1.255 3.082
H -3.366 0.338 5.038
H -1.725 -0.152 5.826
H -2.623 1.396 6.428
H -2.057 1.636 3.264
H -1.537 2.775 4.748
H 0.483 1.618 5.005
H 0.477 3.471 2.590
H 1.756 1.832 -3.782
H 1.833 3.091 -2.383
H -0.392 2.340 -4.542
H -1.487 2.794 -1.842
H -0.056 4.788 -4.665
H -1.560 4.674 -3.535
H 0.439 6.171 -2.926
H -0.371 5.351 -1.687
H 0.232 -0.429 -3.797
H 1.204 -3.824 -3.737
H -0.202 -4.687 -3.936
H -2.006 -3.042 -4.050
H -0.689 -4.113 0.134
H 1.162 -3.797 2.540
H 2.165 -3.390 0.966
H 2.367 -5.971 1.332
H 0.871 -5.949 0.092
H 0.599 -6.095 1.994
*
```

structure (SMILES): CCNC1=CC(=O)c2c(C[C@@H](O)CN)cc(B(N)O)c([C@H](Br)CC)c2C1=O
E_HOMO: -8.58 eV
LUMO level: -1.385 eV
gap between HOMO and LUMO: 7.20 eV

---

C18H25FIN4O3Re | wB97M-V/def2-TZVPD

Structure (ORCA input):
```
! wB97M-V def2-TZVPD RIJCOSX def2/J DEFGRID3
* xyz -1 2
Re -0.413 0.486 0.325
O 1.061 0.284 -1.269
C 1.566 -0.768 -0.787
O 1.097 -1.292 0.249
H 2.429 -1.218 -1.296
F 1.115 1.179 1.308
C -1.966 -1.838 -2.446
C -3.334 -1.289 -2.030
C -3.709 -1.672 -0.597
C -3.481 0.199 -2.286
C -4.438 0.614 -3.205
C -4.631 1.954 -3.494
C -3.847 2.902 -2.863
C -2.868 2.549 -1.938
C -2.043 3.670 -1.331
C -0.561 3.597 -1.708
C -2.250 3.825 0.176
C -2.696 1.181 -1.643
N -1.745 0.763 -0.727
H -1.918 -2.918 -2.296
H -1.163 -1.399 -1.857
H -1.773 -1.620 -3.499
H -4.074 -1.767 -2.681
H -3.023 -1.221 0.120
H -3.682 -2.760 -0.493
H -4.715 -1.322 -0.353
H -5.042 -0.139 -3.699
H -5.384 2.257 -4.212
H -3.987 3.953 -3.093
H -2.434 4.583 -1.792
H -0.054 2.767 -1.217
H -0.057 4.520 -1.409
H -0.441 3.475 -2.786
H -1.875 2.971 0.737
H -3.310 3.939 0.413
H -1.721 4.714 0.530
C 2.792 -4.912 -0.567
N 1.619 -4.465 0.159
C 1.697 -4.024 1.434
C 0.615 -3.562 2.080
C -0.600 -3.532 1.327
N -0.709 -3.984 0.095
C 0.398 -4.438 -0.554
O 0.413 -4.827 -1.713
N -1.723 -3.048 1.918
H 3.658 -4.843 0.089
H 2.947 -4.295 -1.450
H 2.663 -5.940 -0.903
H 2.679 -4.052 1.888
H 0.673 -3.173 3.084
H -1.601 -2.312 2.601
H -2.469 -2.859 1.265
I -1.785 0.546 2.658
*
```

E_HOMO (alpha / beta): -4.36 / -4.02 eV
LUMO level (alpha / beta): 2.809 / 2.806 eV
⟨S²⟩: 0.76
gap between HOMO and LUMO (alpha / beta): 7.17 / 6.83 eV

---

C18H25GaN5O6S2 | wB97M-V/def2-TZVPD

Structure (ORCA input):
```
! wB97M-V def2-TZVPD RIJCOSX def2/J DEFGRID3
* xyz 3 1
Ga -0.204 -0.340 -0.204
C 2.025 3.008 -3.547
N 0.902 2.213 -3.113
C -0.266 2.148 -3.948
C 0.888 1.651 -1.733
O -0.199 0.884 -1.558
C 2.196 0.870 -1.501
O 2.016 0.107 -0.291
C 2.744 -1.123 -0.281
C 1.830 -2.225 -0.794
O 0.578 -1.972 -0.788
N 2.294 -3.376 -1.175
C 3.724 -3.722 -1.172
C 1.402 -4.445 -1.655
H 1.709 3.691 -4.332
H 2.456 3.550 -2.703
H 2.805 2.351 -3.958
H 0.042 1.856 -4.957
H -0.998 1.461 -3.545
H -0.696 3.155 -4.028
H 2.356 0.202 -2.352
H 3.035 1.552 -1.376
H 3.657 -1.026 -0.864
H 3.010 -1.332 0.756
H 4.314 -3.021 -0.591
H 3.837 -4.708 -0.727
H 4.095 -3.760 -2.195
H 0.394 -4.071 -1.784
H 1.785 -4.814 -2.604
H 1.404 -5.261 -0.934
O -3.090 -0.155 4.242
C -3.528 -1.228 3.684
C -4.417 -2.052 4.452
C -4.959 -3.162 3.885
C -4.634 -3.495 2.552
C -3.704 -2.728 1.808
C -3.143 -1.607 2.342
C -2.147 -0.818 1.586
O -1.640 -1.314 0.495
N -1.804 0.341 2.050
N -0.768 0.907 1.314
C -0.592 2.186 1.408
S 1.048 2.878 0.733
C 0.583 4.564 1.213
C -0.578 4.682 2.187
S -1.700 3.255 2.092
H -2.508 0.350 3.589
H -4.649 -1.738 5.462
H -5.643 -3.786 4.443
H -5.104 -4.353 2.091
H -3.428 -3.023 0.805
H 0.394 5.052 0.259
H 1.492 4.989 1.638
H -1.174 5.562 1.955
H -0.242 4.762 3.218
O 2.041 3.543 -0.643
N 0.759 2.887 -0.910
*
```

E_HOMO (alpha / beta): -17.27 / -17.21 eV
LUMO level (alpha / beta): -11.064 / -10.908 eV
gap between HOMO and LUMO (alpha / beta): 6.21 / 6.30 eV

---

C18H25N2O7Sr | wB97M-V/def2-TZVPD

Structure (ORCA input):
```
! wB97M-V def2-TZVPD RIJCOSX def2/J DEFGRID3
* xyz -2 2
Sr 0.077 0.723 1.174
C 0.660 4.507 -1.504
C -0.144 3.198 -1.628
O -0.443 2.625 -0.393
H 1.710 4.286 -1.314
H 0.408 5.220 -0.719
H 0.669 4.926 -2.510
H 0.393 2.431 -2.185
H -1.010 3.261 -2.288
C 4.699 0.411 0.726
C 3.642 0.920 1.609
O 2.499 0.079 1.754
H 5.225 -0.498 1.017
H 5.454 1.168 0.511
H 4.318 0.048 -0.228
H 3.241 1.859 1.229
H 4.095 1.197 2.561
C -1.727 2.179 5.646
C -0.930 1.478 4.550
O -1.306 1.612 3.153
H -1.273 1.961 6.613
H -2.781 1.931 5.523
H -1.614 3.260 5.564
H -0.864 0.487 5.000
H 0.048 1.960 4.564
C -6.427 -2.276 -1.744
C -6.744 -1.132 -0.990
C -5.722 -0.266 -0.573
C -4.392 -0.615 -0.822
C -4.014 -1.821 -1.584
C -5.107 -2.566 -2.086
N -3.330 0.211 -0.274
O -3.535 1.419 -0.031
O -2.211 -0.348 -0.085
H -7.175 -2.913 -2.193
H -7.743 -0.838 -0.704
H -6.090 0.579 -0.010
H -3.000 -2.112 -1.814
H -5.003 -3.448 -2.701
C 4.332 -4.079 -1.591
C 4.301 -3.329 -2.732
C 3.597 -2.126 -2.658
C 2.656 -1.870 -1.667
C 2.591 -2.707 -0.544
C 3.522 -3.726 -0.444
N 1.854 -0.605 -1.806
O 2.129 0.170 -2.711
O 0.979 -0.428 -0.970
H 5.078 -4.845 -1.442
H 4.921 -3.537 -3.592
H 3.685 -1.455 -3.500
H 2.121 -2.328 0.351
H 3.678 -4.241 0.492
*
```

E_HOMO (alpha / beta): 0.54 / -1.08 eV
LUMO level (alpha / beta): 3.555 / 3.563 eV
⟨S²⟩: 0.77
gap between HOMO and LUMO (alpha / beta): 3.02 / 4.64 eV